The following is a DFT calculation (ωB97M-V/def2-TZVPD) of a structure of composition C38H57As2DyN4OSSi2Te in a non-equilibrium geometry.

As for the spin multiplicity: 6. As for the expectation value of S²: 9.456. As for the HOMO energy (alpha / beta): -7.73 / -7.73 eV. For the frontier orbital gap (alpha / beta), the calculation gives 7.30 / 7.59 eV. The max |F| comes out at 8.12 eV/Å. As for the total charge: 0.

Last column: Mulliken spin population.
Cartesian coordinates (Å):
Dy: -1.23648 -1.72176 -1.67129  5.057
N: 0.55359 1.87236 -1.28073  0.004
N: -0.63620 2.66894 -0.99531  -0.003
C: -1.00901 3.69593 -1.91645  -0.001
N: -1.40598 5.05250 -1.66313  0.000
S: -1.81447 3.20986 -3.53687  -0.001
H: 0.98392 1.65272 -0.46022  -0.001
H: 0.15332 1.19141 -1.91121  0.004
H: -0.40242 3.36738 -0.29866  0.000
H: -0.56462 5.56455 -1.49316  0.000
H: -2.06098 5.26201 -2.48306  0.000
C: 3.88267 -1.09647 -1.09953  0.006
C: 4.32347 0.31801 -1.56135  0.000
As: 3.35111 1.67139 -0.50850  -0.001
C: 3.84445 3.55075 -0.94489  0.000
C: 4.47738 3.98043 -2.10472  0.000
C: 4.41018 5.35792 -2.46584  0.000
C: 3.79750 6.25856 -1.66678  0.000
C: 3.32208 5.86595 -0.40107  0.000
C: 3.44463 4.53536 -0.03526  0.000
C: 4.30449 1.35160 1.21492  0.000
C: 3.41728 1.67562 2.23017  0.000
C: 3.57286 1.31069 3.57413  0.000
C: 4.57905 0.39833 3.86086  0.000
C: 5.46199 0.00475 2.80897  0.000
C: 5.35830 0.39769 1.49938  0.000
As: 4.00485 -2.48156 -2.50507  0.000
C: 5.83512 -3.19442 -2.15224  0.000
C: 6.34418 -3.49799 -0.88871  0.000
C: 7.24985 -4.37430 -0.65063  0.000
C: 7.96546 -4.81351 -1.90580  0.000
C: 7.81420 -4.13336 -3.09114  0.000
C: 6.73725 -3.39389 -3.15315  0.000
C: 3.19544 -3.92910 -1.39175  -0.005
C: 2.22784 -3.66999 -0.38143  0.008
C: 1.80434 -4.81242 0.41423  -0.007
C: 2.19163 -6.06361 0.08046  0.001
C: 3.04373 -6.32155 -1.01816  0.000
C: 3.50676 -5.23756 -1.72439  0.000
H: 2.84222 -1.01384 -0.85063  -0.007
H: 4.35872 -1.34954 -0.16554  0.001
H: 4.08072 0.61413 -2.57260  0.000
H: 5.43066 0.51690 -1.40520  0.000
H: 4.82361 3.28180 -2.89019  0.000
H: 4.96733 5.70666 -3.38431  0.000
H: 3.65283 7.29599 -1.96199  0.000
H: 2.95132 6.60037 0.30077  0.000
H: 3.15058 4.27350 0.96153  0.000
H: 2.53204 2.23723 1.99258  0.000
H: 2.83859 1.67444 4.28221  0.000
H: 4.73676 -0.01320 4.83000  0.000
H: 6.24331 -0.68359 3.12327  0.000
H: 6.08691 0.03481 0.76017  0.000
H: 5.54762 -3.52792 -0.08663  0.000
H: 7.45030 -4.74016 0.28823  0.000
H: 8.90412 -5.34739 -1.84178  0.000
H: 8.42421 -4.32171 -4.03257  0.000
H: 6.51096 -2.81344 -4.14671  0.000
H: 1.89045 -2.69411 -0.08320  0.003
H: 1.36889 -4.67073 1.39457  0.001
H: 1.84351 -6.79968 0.74910  0.000
H: 3.37162 -7.36351 -1.16656  0.000
H: 4.20428 -5.45139 -2.52705  0.000
C: -3.36823 -5.74526 -1.29690  -0.003
C: -4.02615 -4.54892 -2.17013  0.004
C: -2.98047 -3.88262 -2.95171  0.001
N: -2.09086 -3.38062 -3.53101  0.014
H: -4.18084 -6.38580 -1.05144  -0.001
H: -2.87635 -5.31564 -0.43895  0.000
H: -2.68519 -6.39210 -1.87168  0.001
H: -4.50108 -3.81670 -1.49589  -0.001
H: -4.70726 -5.03037 -2.82355  -0.001
O: 0.31897 -0.96454 -1.69056  -0.033
H: -1.48438 -3.61786 -0.39229  -0.038
C: -4.87949 1.40179 4.33428  0.000
Si: -5.07805 3.34041 3.99902  0.000
C: -6.18009 3.62231 5.48478  0.000
C: -3.38839 4.08166 4.11946  0.000
C: -5.86418 3.99344 2.43744  0.000
Te: -4.85541 2.82417 0.87092  0.000
C: -6.60842 1.85368 0.13849  0.000
Si: -6.52910 0.04217 -0.50767  0.000
C: -5.39828 0.11772 -1.95107  0.003
C: -5.94226 -1.01211 0.90531  0.002
C: -8.33352 -0.29465 -1.04069  0.000
H: -4.88857 1.19760 5.42839  0.000
H: -3.93918 1.05976 3.96227  0.000
H: -5.66519 0.92482 3.76544  0.000
H: -5.45246 3.54181 6.34769  0.000
H: -6.87485 2.80615 5.46342  0.000
H: -6.66796 4.63811 5.65934  0.000
H: -2.70836 3.35482 4.57655  0.000
H: -3.32740 5.03031 4.71758  0.000
H: -3.00113 4.40816 3.11795  0.000
H: -5.57132 4.98969 2.21973  0.000
H: -6.92588 3.95112 2.37167  0.000
H: -7.00647 2.41167 -0.61957  0.000
H: -7.36239 1.93282 0.94816  0.000
H: -4.29940 0.04790 -1.86067  -0.003
H: -5.61515 0.96891 -2.56604  0.000
H: -5.60091 -0.74061 -2.55960  0.000
H: -4.99014 -0.57278 1.32588  0.000
H: -5.83885 -2.04464 0.58250  0.000
H: -6.68719 -0.85308 1.67278  0.000
H: -8.72112 0.67415 -1.54052  0.000
H: -8.96041 -0.47926 -0.16870  0.000
H: -8.49697 -1.05644 -1.81056  0.000